[1]
C2H5NS | ωB97M-V with the def2-TZVPD basis set

Properties
- Energy above the lowest of the compared OMol25 structures with the same formula, charge and spin: 37.3 kcal per mole
- HOMO energy: -8.4336 eV
- Gap between HOMO and LUMO: 9.3 eV

Cartesian coordinates (Å):
N 0.41 0.30 0.73
H 1.18 0.44 2.51
C 0.19 0.32 2.01
H -0.38 -1.38 -1.51
C -0.12 -0.37 -1.64
S -0.84 0.66 -0.46
H -0.57 -0.21 -2.61
H -0.77 0.38 2.56
H 0.90 -0.14 -1.60

These are the natural (NBO) partial charges, in e, on atoms 1 to 6: atom 1 (N): -0.549, atom 2 (H): 0.188, atom 3 (C): -0.093, atom 4 (H): 0.215, atom 5 (C): -0.772, atom 6 (S): 0.373

---

[2]
C18H22N5O3Pt | ωB97M-V with the def2-TZVPD basis set

Properties
- Energy above the lowest of the compared OMol25 structures with the same formula, charge and spin: 0.0 kcal per mole
- HOMO energy: -10.7115 eV
- Gap between HOMO and LUMO: 6.7 eV
- Net charge: +1

Cartesian coordinates (Å):
N -2.83 0.91 -2.45
H -3.89 -0.82 -2.03
C 0.90 -4.02 -1.95
C 0.47 -2.55 -0.05
C -3.07 -0.25 -1.60
H -3.95 2.64 -2.96
C 0.08 3.07 -3.19
N -0.59 1.38 1.62
H 0.67 2.96 -4.10
H -0.12 4.13 -3.03
C 1.36 -6.35 -1.67
N -1.18 2.34 -3.37
N 0.14 -1.09 1.58
C -0.32 0.80 2.82
H 0.64 2.67 -2.35
C -0.97 3.47 2.69
C -0.71 2.89 3.92
Pt -0.37 0.05 0.15
H -3.33 0.03 -0.58
C -0.38 1.54 3.98
N 0.51 -2.35 1.29
H -1.08 3.06 0.57
H -0.99 2.19 -5.44
C 1.05 -4.96 0.28
H -2.62 1.92 -4.88
H -0.17 1.05 4.92
H -0.77 3.48 4.82
C -0.89 2.67 1.56
C 1.17 -5.25 -2.51
H -1.96 3.56 -4.89
H 1.46 -7.05 0.36
H 0.86 -3.99 1.89
H -4.86 1.31 -2.25
C 1.30 -6.21 -0.30
H 1.55 -7.32 -2.09
C -4.05 1.56 -2.94
O 1.04 -4.91 1.62
H -1.21 4.51 2.60
H -2.20 -0.90 -1.59
H 1.24 -5.36 -3.58
O -0.83 1.31 -1.42
O 0.14 -1.63 -0.89
C 0.83 -3.86 -0.56
H -4.34 1.20 -3.93
C -1.61 1.51 -2.40
C -1.73 2.51 -4.71
H 0.32 -1.21 3.62
C 0.08 -0.60 2.76
H 0.75 -3.16 -2.58

These are the natural (NBO) partial charges, in e, on atoms 1 to 6: atom 1 (N): -0.437, atom 2 (H): 0.222, atom 3 (C): -0.153, atom 4 (C): 0.621, atom 5 (C): -0.415, atom 6 (H): 0.215

---

[3]
C10H20Br10 | ωB97M-V with the def2-TZVPD basis set

Properties
- Energy above the lowest of the compared OMol25 structures with the same formula, charge and spin: 11.2 kcal per mole
- HOMO energy: -10.1483 eV
- Gap between HOMO and LUMO: 10.4 eV

Cartesian coordinates (Å):
H -1.89 -6.29 1.18
Br 0.06 -0.79 -2.10
H 0.87 -5.12 1.89
Br -1.38 -3.93 0.38
H -3.69 0.64 -5.64
C 5.36 0.07 0.92
Br -3.81 0.94 -1.84
C -3.41 0.08 -3.55
Br -2.21 4.46 -0.09
H 5.83 -0.41 1.77
Br 3.43 -0.35 1.16
C 0.27 4.43 1.24
C -1.20 4.43 1.56
C 0.13 -5.91 1.78
H 0.63 5.43 0.99
C -4.10 0.87 -4.66
H 5.11 2.04 1.61
H -0.61 1.51 -0.13
Br 1.31 4.00 2.88
Br -1.36 0.67 2.11
Br -6.01 0.47 -4.77
H -1.49 3.54 2.11
H 5.68 -0.47 0.03
H 0.62 3.74 0.48
H -1.78 -5.18 2.52
H -0.32 -1.54 0.23
Br 0.28 -7.13 3.30
C -1.29 -5.48 1.59
H 0.69 0.67 0.67
C 5.58 1.55 0.75
C -0.73 -0.66 -0.28
H 0.51 -6.48 0.93
H -1.79 -0.72 -0.48
H -3.71 -0.96 -3.52
Br 7.49 2.00 0.73
H -1.50 5.24 2.22
H 5.10 1.97 -0.12
C -0.37 0.61 0.43
H -2.34 0.09 -3.73
H -3.96 1.94 -4.51

These are the natural (NBO) partial charges, in e, on atoms 1 to 6: atom 1 (H): 0.228, atom 2 (Br): -0.057, atom 3 (H): 0.233, atom 4 (Br): -0.022, atom 5 (H): 0.227, atom 6 (C): -0.416

---

[4]
C5H10O | ωB97M-V with the def2-TZVPD basis set

Properties
- Energy above the lowest of the compared OMol25 structures with the same formula, charge and spin: 38.8 kcal per mole
- HOMO energy: -9.9138 eV
- Gap between HOMO and LUMO: 11.1 eV

Cartesian coordinates (Å):
C 0.44 0.54 -2.13
H -0.12 -1.33 0.22
H 0.02 1.53 -2.34
O 1.63 -0.50 -0.14
C 0.62 0.37 0.47
H 1.13 0.28 -2.94
H -2.02 0.06 2.25
C 1.21 0.65 -0.84
H -1.41 -0.21 -0.18
C -0.64 -0.45 0.57
H 2.02 1.37 -0.86
H -1.74 -1.66 1.96
H 0.98 0.90 1.36
H -0.49 -0.69 2.74
C -1.26 -0.68 1.95
H -0.37 -0.19 -2.11

These are the natural (NBO) partial charges, in e, on atoms 1 to 6: atom 1 (C): -0.639, atom 2 (H): 0.248, atom 3 (H): 0.217, atom 4 (O): -0.513, atom 5 (C): 0.050, atom 6 (H): 0.220

---

[5]
C15H30As3F19O15Tl | ωB97M-V with the def2-TZVPD basis set

Properties
- HOMO energy: -8.7892 eV
- Gap between HOMO and LUMO: 4.3 eV
- Net charge: -1

Cartesian coordinates (Å):
H 10.91 -31.09 -25.35
F 9.12 -23.74 -21.70
C 6.46 -30.63 -22.65
F 12.21 -23.63 -23.33
F 4.32 -26.57 -25.48
C 6.29 -29.47 -24.68
H 11.06 -30.17 -26.80
H 9.67 -31.27 -26.67
H 5.36 -27.33 -17.76
H 12.13 -26.56 -26.55
As 10.68 -23.62 -22.49
H 5.99 -27.93 -26.68
H 9.05 -22.55 -27.66
O 5.68 -25.21 -18.12
H 6.81 -22.22 -20.17
H 3.97 -26.26 -18.19
F 11.50 -29.11 -22.70
H 5.77 -30.35 -21.86
O 11.26 -28.15 -25.71
C 10.32 -30.59 -26.12
As 3.45 -26.27 -24.00
Tl 7.73 -26.29 -22.52
F 6.13 -28.11 -21.13
O 6.34 -21.36 -23.24
F 1.89 -26.41 -24.79
O 7.09 -23.65 -26.61
C 7.39 -22.46 -19.28
C 10.08 -28.39 -25.12
F 9.80 -30.27 -19.82
O 9.20 -24.11 -26.25
As 10.65 -29.78 -21.29
H 7.68 -21.59 -18.69
C 5.69 -23.86 -26.63
F 9.32 -28.59 -21.60
O 6.70 -23.41 -18.48
C 6.04 -22.56 -22.72
H 4.18 -23.23 -20.52
O 6.80 -23.50 -22.67
H 7.41 -30.13 -22.42
C 7.57 -21.05 -23.86
F 3.33 -28.00 -23.69
O 9.55 -29.59 -25.45
F 9.77 -30.93 -22.24
F 5.07 -26.21 -23.19
F 10.24 -25.16 -23.31
O 6.78 -28.44 -24.31
H 8.32 -22.90 -19.65
O 7.75 -25.36 -25.23
H 6.88 -31.64 -22.55
C 6.39 -28.88 -27.02
H 9.50 -21.96 -26.11
H 7.72 -21.81 -24.63
O 5.85 -30.48 -23.92
O 6.57 -24.91 -20.17
F 2.73 -26.03 -22.38
O 9.54 -27.67 -24.33
H 7.48 -28.84 -27.06
O 6.04 -29.81 -25.96
H 5.25 -23.38 -25.75
C 6.35 -24.56 -19.03
H 4.51 -24.42 -21.78
C 11.82 -26.84 -25.54
H 3.04 -23.46 -21.85
H 10.61 -22.84 -27.13
F 11.88 -31.02 -21.01
H 5.17 -26.83 -19.36
H 5.54 -24.93 -26.53
H 12.74 -26.90 -24.97
H 5.19 -23.52 -27.53
H 5.85 -29.10 -27.93
F 11.53 -28.59 -20.29
F 9.85 -22.80 -23.79
C 5.03 -26.46 -18.34
C 9.59 -22.84 -26.75
C 4.10 -23.43 -21.59
C 7.94 -24.44 -25.98
H 11.12 -26.06 -25.26
F 10.93 -22.05 -21.74
F 11.37 -24.48 -21.16
H 8.33 -21.03 -23.09
H 7.51 -20.10 -24.39
F 3.54 -24.54 -24.24
O 4.77 -22.48 -22.42

These are the Mulliken partial charges, in e, on atoms 1 to 6: atom 1 (H): 0.321, atom 2 (F): -0.510, atom 3 (C): -0.402, atom 4 (F): -0.503, atom 5 (F): -0.490, atom 6 (C): 0.539

---

[6]
C22H46Cl2N2O4PS | ωB97M-V with the def2-TZVPD basis set

Properties
- HOMO energy: -11.5662 eV
- Gap between HOMO and LUMO: 9.1 eV
- Net charge: +1

Cartesian coordinates (Å):
C 2.66 -1.11 0.29
H 3.44 -3.62 -2.63
H -2.84 2.98 -2.51
C -4.49 1.06 -1.13
O 5.27 2.86 2.95
C 0.25 0.01 4.08
C 3.14 -2.74 -2.06
H -0.92 -0.50 -1.09
N 0.82 0.51 -0.44
C 1.76 2.38 4.30
C 2.63 1.35 0.71
C 1.43 1.30 1.74
C 0.32 0.54 0.99
H -0.31 -2.05 4.50
H 1.07 2.32 1.84
H -0.61 2.84 -3.10
H 3.54 3.58 1.70
N 2.12 -3.15 -1.09
H -0.62 1.10 0.96
H -6.21 0.60 0.07
H 0.91 -1.92 3.25
C 1.78 -2.31 -0.07
H 1.90 2.25 5.38
O 5.41 3.32 0.49
H -2.97 2.30 -0.26
H -0.71 0.27 -3.45
H 0.90 -2.33 -6.84
H 2.55 2.32 0.21
S 4.70 2.87 1.65
C 4.05 1.25 1.27
H -0.59 2.53 -1.38
H 2.63 -1.05 1.37
O -5.55 -0.90 1.82
H 0.82 2.90 4.12
Cl -0.24 -1.96 -4.81
H 0.10 -0.47 1.33
O 0.80 -2.52 0.63
H -4.10 -1.81 2.99
C -5.08 -2.01 2.55
H 0.76 1.50 -0.69
H 0.35 0.05 5.17
C -4.56 -0.35 0.99
H 4.03 -2.37 -1.57
H -2.45 0.65 -0.61
H 4.73 0.87 0.51
C -2.43 1.98 -2.33
H -4.18 -1.10 0.28
H -5.10 1.74 0.82
H -4.54 0.15 -1.74
H -0.62 0.64 3.84
H 2.82 0.47 -1.25
Cl 1.81 -0.30 -6.07
H -5.03 1.85 -1.66
H -0.26 -0.97 -6.95
C 2.29 0.25 -0.32
H 0.82 1.03 -3.13
C -0.15 0.80 -2.68
C -5.15 0.83 0.22
C -0.90 2.10 -2.35
H 0.92 -4.88 -1.32
H 1.12 -3.89 -2.77
H 2.76 -2.01 -2.79
C 0.50 -1.45 -6.34
H 3.70 -1.30 0.01
H 4.09 0.65 2.18
C 0.02 -0.17 -1.52
C 0.01 -1.45 3.65
H 0.55 -1.07 -1.82
H -3.71 -0.02 1.61
P 1.82 0.75 3.49
H -0.77 -1.54 2.89
H 0.04 -3.37 -1.44
H -5.79 -2.19 3.36
C 0.98 -3.86 -1.69
C -3.03 1.50 -1.01
H 2.58 3.00 3.93
H -5.03 -2.91 1.93
H -2.78 1.37 -3.16

These are the Mulliken partial charges, in e, on atoms 1 to 6: atom 1 (C): -0.506, atom 2 (H): 0.428, atom 3 (H): 0.474, atom 4 (C): -0.870, atom 5 (O): -0.568, atom 6 (C): -0.654

---

Max |F| readings, ordered: 2.27; 0.84; 1.11; 1.47; 2.56; 1.36 eV/Å